Record 1
Below is C50H58N4OP3ReS2 as an isolated structure, with properties calculated with wB97M-V/def2-TZVPD.

Atoms and positions in Å:
Re (-1.154, 0.025, -1.164)
C (-0.278, 3.880, 2.170)
C (-0.168, 2.400, 1.653)
C (-0.640, 1.438, 2.803)
P (-1.253, 2.136, 0.135)
C (-1.208, 3.461, -1.128)
C (-2.185, 4.588, -0.947)
C (0.240, 3.896, -1.366)
C (-2.957, 1.964, 0.644)
C (-3.716, 3.010, 1.287)
C (-5.060, 2.863, 1.615)
C (-5.627, 1.613, 1.477)
C (-4.935, 0.602, 0.933)
C (-3.597, 0.706, 0.408)
N (-2.929, -0.317, -0.218)
C (-3.398, -1.569, -0.653)
C (-4.655, -1.816, -1.210)
C (-5.054, -3.120, -1.511)
C (-4.258, -4.226, -1.277)
C (-2.935, -3.935, -0.906)
C (-2.518, -2.664, -0.530)
P (-0.858, -2.141, -0.019)
C (-0.863, -2.415, 1.808)
C (-1.059, -3.857, 2.217)
C (-1.989, -1.641, 2.492)
C (0.404, -3.208, -0.802)
C (-0.083, -3.985, -2.015)
C (1.344, -4.078, 0.109)
H (0.533, 4.088, 2.870)
H (-1.251, 3.942, 2.691)
H (-0.156, 4.560, 1.302)
H (0.867, 2.107, 1.400)
H (-1.668, 1.526, 3.114)
H (-0.055, 1.567, 3.701)
H (-0.275, 0.481, 2.432)
H (-1.552, 2.882, -2.002)
H (-1.879, 5.192, -0.009)
H (-3.184, 4.232, -0.891)
H (-2.098, 5.162, -1.865)
H (0.497, 4.805, -0.805)
H (0.357, 4.097, -2.436)
H (0.928, 3.063, -1.188)
H (-3.220, 3.970, 1.463)
H (-5.613, 3.642, 2.078)
H (-6.637, 1.462, 1.864)
H (-5.433, -0.356, 0.966)
H (-5.350, -1.021, -1.282)
H (-6.031, -3.324, -1.918)
H (-4.543, -5.258, -1.472)
H (-2.215, -4.751, -0.776)
H (0.065, -2.027, 2.218)
H (-2.041, -3.973, 2.690)
H (-0.271, -4.239, 2.855)
H (-0.922, -4.560, 1.331)
H (-2.898, -2.034, 2.021)
H (-1.914, -0.570, 2.317)
H (-2.079, -1.814, 3.625)
H (1.018, -2.357, -1.113)
H (-0.374, -5.029, -1.783)
H (0.729, -4.216, -2.680)
H (-0.859, -3.448, -2.626)
H (1.019, -5.092, 0.284)
H (1.388, -3.515, 1.040)
H (2.292, -4.092, -0.325)
C (-1.071, -1.494, -5.334)
C (-1.360, -0.738, -4.081)
N (-0.565, -0.701, -3.041)
N (0.791, -0.825, -3.277)
C (1.381, -0.075, -2.426)
O (0.765, 0.684, -1.581)
C (2.877, -0.016, -2.419)
C (3.639, -0.973, -3.021)
C (4.998, -0.805, -3.120)
C (5.608, 0.345, -2.657)
C (4.843, 1.296, -2.035)
C (3.469, 1.126, -1.892)
C (-2.618, -0.030, -3.877)
C (-3.699, -0.046, -4.802)
C (-4.781, 0.723, -4.525)
C (-4.772, 1.545, -3.406)
C (-3.671, 1.603, -2.567)
N (-2.598, 0.768, -2.803)
H (-1.925, -2.147, -5.380)
H (-1.055, -0.859, -6.224)
H (-0.178, -2.158, -5.362)
H (3.253, -1.840, -3.574)
H (5.615, -1.577, -3.649)
H (6.648, 0.456, -2.819)
H (5.219, 2.275, -1.742)
H (2.852, 1.868, -1.468)
H (-3.606, -0.676, -5.669)
H (-5.669, 0.734, -5.148)
H (-5.575, 2.239, -3.176)
H (-3.639, 2.299, -1.706)
S (2.300, -2.395, 3.673)
P (2.873, -0.764, 2.661)
S (1.799, -0.296, 0.998)
C (2.897, 0.694, 3.759)
C (3.066, 1.934, 3.165)
C (3.183, 3.012, 3.972)
C (3.191, 2.847, 5.405)
C (2.922, 1.618, 5.983)
C (2.772, 0.514, 5.131)
C (4.635, -0.793, 2.076)
C (5.649, -0.623, 3.048)
C (7.036, -0.647, 2.725)
C (7.423, -0.973, 1.431)
C (6.419, -1.122, 0.500)
C (5.044, -1.075, 0.764)
H (3.218, 2.022, 2.111)
H (3.380, 3.989, 3.537)
H (3.195, 3.772, 5.982)
H (2.896, 1.549, 7.052)
H (2.552, -0.482, 5.433)
H (5.377, -0.366, 4.055)
H (7.778, -0.548, 3.546)
H (8.408, -1.017, 1.166)
H (6.736, -1.334, -0.512)
H (4.285, -1.232, 0.025)

The total charge is +1. Its expectation value of S² is 3.7997. The gap between HOMO and LUMO (spin up / spin down) is 0.23182 / 0.14609 Eh. The spin multiplicity is 4.

Here are the Löwdin charges for atoms 1 to 2, given in e: atom 1 (Re): 1.264, atom 2 (C): -0.080

---

Record 2
Below is a 6-piece molecular cluster, C25H49N4O14P2S5 overall, with properties calculated with wB97M-V/def2-TZVPD.

Atoms and positions in Å:
N (1.583, -0.628, 1.965)
C (1.775, -2.041, 2.349)
N (0.478, -2.747, 2.169)
C (-0.651, -2.779, 3.001)
C (-1.598, -3.550, 2.351)
P (-3.309, -3.958, 2.932)
P (-4.627, -2.316, 2.290)
O (-5.288, -1.790, 3.486)
O (-3.821, -1.104, 1.524)
O (-5.733, -2.946, 1.219)
N (-1.047, -4.001, 1.138)
C (0.187, -3.501, 1.114)
N (1.087, -3.770, 0.023)
C (1.646, -4.854, 0.296)
O (2.024, -5.900, 0.597)
H (1.337, -0.683, 0.974)
H (0.712, -0.310, 2.398)
H (2.144, -2.147, 3.381)
H (2.509, -2.495, 1.663)
H (-0.693, -2.266, 3.970)
H (-3.716, -5.099, 2.167)
H (-2.936, -1.393, 1.258)
H (-5.528, -3.888, 1.138)
H (-1.471, -4.601, 0.434)
C (5.090, 2.099, -1.026)
C (4.378, 3.008, -0.016)
C (2.896, 3.036, -0.393)
S (2.554, 1.477, -1.206)
O (2.212, 1.736, -2.582)
O (1.713, 0.664, -0.349)
C (4.224, 0.849, -1.142)
H (6.103, 1.855, -0.707)
H (5.153, 2.601, -1.996)
H (4.494, 2.598, 0.985)
H (4.800, 4.008, -0.008)
H (2.260, 3.132, 0.484)
H (2.676, 3.836, -1.100)
H (4.432, 0.260, -2.033)
H (4.312, 0.226, -0.251)
C (-3.234, -2.222, -4.063)
C (-4.477, -3.104, -4.200)
C (-4.554, -3.988, -2.950)
S (-3.751, -3.068, -1.637)
O (-2.551, -3.783, -1.237)
O (-4.741, -2.643, -0.670)
C (-3.271, -1.670, -2.642)
H (-3.223, -1.422, -4.802)
H (-2.335, -2.827, -4.206)
H (-5.367, -2.473, -4.259)
H (-4.444, -3.708, -5.106)
H (-5.583, -4.196, -2.663)
H (-4.011, -4.923, -3.087)
H (-2.311, -1.283, -2.304)
H (-4.042, -0.907, -2.535)
C (1.559, 0.932, 7.476)
C (0.846, 1.747, 6.392)
C (0.541, 0.797, 5.229)
S (0.375, -0.838, 5.951)
O (1.450, -1.671, 5.456)
O (-1.006, -1.256, 5.875)
C (0.751, -0.354, 7.627)
H (1.621, 1.477, 8.417)
H (2.576, 0.698, 7.153)
H (-0.087, 2.149, 6.793)
H (1.450, 2.592, 6.060)
H (-0.386, 1.062, 4.723)
H (1.361, 0.766, 4.511)
H (1.298, -1.150, 8.128)
H (-0.194, -0.168, 8.138)
C (1.382, 6.837, 3.604)
C (1.661, 7.296, 2.169)
C (3.132, 6.988, 1.866)
S (3.573, 5.585, 2.893)
O (4.558, 6.008, 3.853)
O (3.772, 4.421, 2.055)
C (1.995, 5.446, 3.721)
H (0.315, 6.824, 3.825)
H (1.865, 7.518, 4.310)
H (1.020, 6.741, 1.479)
H (1.446, 8.355, 2.035)
H (3.284, 6.729, 0.820)
H (3.780, 7.820, 2.140)
H (2.145, 5.126, 4.751)
H (1.400, 4.707, 3.181)
C (-0.354, -1.257, -9.049)
C (-1.149, -0.361, -8.093)
C (-2.586, -0.892, -8.053)
S (-2.481, -2.648, -8.408)
O (-3.136, -2.902, -9.663)
O (-2.795, -3.397, -7.211)
C (-0.714, -2.690, -8.669)
H (0.718, -1.081, -8.971)
H (-0.657, -1.057, -10.079)
H (-0.709, -0.414, -7.093)
H (-1.125, 0.683, -8.405)
H (-3.043, -0.749, -7.076)
H (-3.205, -0.431, -8.822)
H (-0.473, -3.415, -9.445)
H (-0.245, -2.978, -7.727)

The total charge is +1. The gap between HOMO and LUMO is 0.35430 Eh.

Here are the Löwdin charges for atoms 1 to 2, given in e: atom 1 (N): 0.055, atom 2 (C): -0.150

---

Record 3
Below is C37H27BrN7O8Re as an isolated structure, with properties calculated with wB97M-V/def2-TZVPD.

Atoms and positions in Å:
Re (0.343, 0.753, 0.159)
O (-3.753, -1.214, 3.193)
C (-3.178, -2.313, 2.672)
C (-3.800, -3.534, 2.928)
C (-3.258, -4.704, 2.446)
C (-2.084, -4.695, 1.689)
C (-1.474, -3.494, 1.417)
C (-2.005, -2.287, 1.896)
C (-1.293, -1.046, 1.621)
O (-0.299, -1.069, 0.767)
N (-1.592, 0.045, 2.290)
N (-0.687, 1.025, 1.969)
C (-0.392, 1.911, 2.842)
C (0.811, 2.637, 2.493)
C (1.383, 3.638, 3.264)
C (2.601, 4.161, 2.874)
C (3.219, 3.660, 1.735)
C (2.597, 2.659, 1.018)
N (1.411, 2.158, 1.381)
H (-3.160, -0.452, 3.056)
H (-4.710, -3.531, 3.512)
H (-3.754, -5.642, 2.657)
H (-1.660, -5.620, 1.327)
H (-0.556, -3.460, 0.845)
H (-0.909, 1.981, 3.789)
H (0.880, 3.981, 4.157)
H (3.074, 4.938, 3.457)
H (4.182, 4.027, 1.412)
H (3.059, 2.222, 0.144)
N (1.810, 2.031, -2.575)
C (1.045, 2.976, -1.924)
C (1.051, 4.276, -2.451)
C (0.259, 5.236, -1.881)
C (-0.538, 4.894, -0.785)
C (-0.450, 3.621, -0.300)
N (0.360, 2.672, -0.826)
C (1.676, 0.655, -2.654)
C (2.298, 0.016, -3.732)
C (2.201, -1.348, -3.849)
C (1.482, -2.065, -2.894)
C (0.920, -1.375, -1.854)
N (1.016, -0.028, -1.723)
H (2.319, 2.414, -3.354)
H (1.650, 4.493, -3.325)
H (0.241, 6.238, -2.288)
H (-1.206, 5.604, -0.321)
H (-1.036, 3.303, 0.552)
H (2.836, 0.602, -4.464)
H (2.676, -1.854, -4.678)
H (1.379, -3.138, -2.946)
H (0.375, -1.874, -1.067)
Br (5.797, -3.336, -1.429)
C (5.197, -2.769, 0.276)
C (5.821, -3.242, 1.419)
C (5.363, -2.821, 2.661)
C (4.294, -1.945, 2.757)
C (3.682, -1.477, 1.600)
C (4.135, -1.887, 0.351)
C (2.513, -0.553, 1.717)
O (1.959, -0.300, 2.765)
O (2.141, -0.044, 0.550)
H (6.650, -3.930, 1.340)
H (5.845, -3.189, 3.557)
H (3.917, -1.623, 3.718)
H (3.658, -1.524, -0.547)
O (-1.228, 1.374, -2.759)
C (-1.884, 0.847, -1.885)
O (-1.490, 0.723, -0.618)
C (-3.254, 0.319, -2.157)
C (-3.930, 0.814, -3.271)
C (-5.191, 0.343, -3.595)
C (-5.775, -0.654, -2.827)
C (-5.069, -1.151, -1.748)
C (-3.826, -0.676, -1.376)
N (-5.661, -2.262, -0.976)
O (-4.941, -2.819, -0.174)
O (-6.845, -2.476, -1.123)
H (-3.452, 1.574, -3.874)
H (-5.719, 0.741, -4.450)
H (-6.750, -1.056, -3.056)
H (-3.319, -1.089, -0.516)

The total charge is +1. Its expectation value of S² is 0.7551. The gap between HOMO and LUMO (spin up / spin down) is 0.25090 / 0.22424 Eh. The spin multiplicity is 2.

Here are the Löwdin charges for atoms 1 to 2, given in e: atom 1 (Re): 1.756, atom 2 (O): 0.080